Below is C23H26IrN4O4PS6 as an isolated structure, with properties calculated with ωB97M-V/def2-TZVPD.

The geometry in XYZ format:
```
65
Properties=species:S:1:pos:R:3
Ir 0.383 -0.956 0.620
S -2.456 -2.808 4.212
S -0.847 -1.802 4.513
S 2.426 -0.077 -0.215
S -2.542 -3.438 2.185
S -0.760 -3.045 1.335
S 1.393 -2.636 -0.638
P -0.994 0.250 -0.863
O 0.980 1.596 3.755
O 4.211 -0.774 5.835
O 2.855 0.946 5.475
O 0.048 0.613 1.973
N 6.072 -0.497 -1.201
N 2.384 -2.494 2.494
N 4.384 -4.541 -1.915
N 1.538 -1.509 2.224
C 1.150 3.801 -0.793
C 3.129 -2.200 3.571
C -0.399 1.973 -1.161
C 0.875 0.663 2.961
C -3.128 -0.555 0.744
C 4.242 -3.445 -1.583
C 3.337 -0.255 5.185
C -2.726 0.609 -0.145
C 1.742 -0.551 3.112
C -3.852 0.794 -1.165
C 2.815 -1.666 -0.731
C -0.734 4.131 -2.228
C -1.664 -1.921 -2.433
C 5.170 -1.214 -1.182
C 0.736 2.497 -0.552
C -2.651 1.867 0.735
C -1.089 -0.510 -2.595
C 2.748 -0.945 4.008
C 0.426 4.619 -1.641
C 4.051 -2.097 -1.161
C -1.141 2.831 -1.982
C 0.354 -0.569 -3.114
C -1.871 0.227 -3.689
H -2.931 0.344 -3.481
H -2.418 -0.713 1.552
H 0.758 0.435 -3.263
H -1.170 -2.478 -1.637
H -3.697 1.624 -1.850
H -4.764 1.013 -0.600
H 0.347 -1.082 -4.080
H -2.056 2.492 -2.436
H -1.329 4.766 -2.873
H 2.039 4.173 -0.299
H 0.747 5.636 -1.830
H -1.521 -2.470 -3.369
H 3.868 -2.875 3.967
H 1.021 -1.111 -2.452
H -1.785 -0.372 -4.601
H -3.590 1.935 1.294
H 2.137 1.233 4.845
H -2.734 -1.902 -2.216
H -4.105 -0.341 1.187
H -3.208 -1.482 0.176
H -4.038 -0.110 -1.744
H 2.361 -3.324 1.915
H -1.831 1.816 1.450
H -1.441 1.201 -3.910
H 1.285 1.901 0.155
H -2.540 2.779 0.150
```

Its spin multiplicity is 2. Its charge is -1. The calculation puts the HOMO-LUMO gap (spin up / spin down) at 7.4 / 6.4 eV. The lowest unoccupied orbital energy (spin up / spin down) is 2.184 / 0.821 eV.



Below is a 2-piece molecular cluster, C23H26N2O2 overall at a distorted geometry, with properties calculated with ωB97M-V/def2-TZVPD.

The geometry in XYZ format:
```
53
Properties=species:S:1:pos:R:3
O -1.319 2.150 -0.996
O -1.832 0.070 3.297
N 1.458 -0.728 2.228
N 0.234 -1.310 -4.842
C -2.496 2.228 2.358
C -1.287 0.695 1.012
C 1.316 -1.903 3.127
C -0.581 -0.562 -5.778
C -0.590 -2.061 -2.674
C -2.394 2.791 1.076
C 1.463 0.536 2.906
C -1.623 1.891 0.164
C 2.508 -2.830 2.857
C -1.879 0.874 2.368
C -0.585 -0.416 0.670
C -0.218 -0.710 -0.701
C -3.512 4.774 1.854
C -3.064 2.947 3.408
C 1.406 -1.910 -5.443
C 2.597 -0.907 1.303
C -0.716 -1.879 -1.312
C 0.769 -0.041 -2.813
C -3.568 4.228 3.153
C 0.136 -1.128 -3.456
C -2.913 4.056 0.813
C 0.569 0.177 -1.463
C 3.310 -2.209 1.694
H 1.897 -2.569 -4.721
H -2.847 4.459 -0.195
H 3.346 -2.877 0.830
H -0.530 -1.225 1.393
H 1.438 1.353 2.169
H -0.814 -1.224 -6.621
H 2.370 0.649 3.537
H 3.136 -2.913 3.751
H 4.339 -1.993 2.000
H -3.092 2.499 4.400
H 2.123 -1.146 -5.784
H -4.006 4.815 3.961
H -1.514 -0.242 -5.303
H -3.933 5.762 1.664
H 0.579 0.609 3.553
H -1.060 -2.906 -3.181
H 1.024 1.037 -0.972
H 2.195 -0.962 0.282
H -0.047 0.317 -6.173
H -1.273 -2.583 -0.693
H 1.076 -2.493 -6.311
H 0.370 -2.402 2.878
H 3.263 -0.033 1.350
H 2.149 -3.829 2.602
H 1.370 0.655 -3.402
H 1.254 -1.581 4.175
```

The calculation puts the HOMO-LUMO gap at 7.6 eV. The lowest unoccupied orbital energy is -0.428 eV.



Here are the calculated energy above the lowest of the compared OMol25 structures with the same formula, charge and spin numbers, same order: 0.0, 407.5 (kJ/mol).
Here are the calculated molecular weight numbers, same order: 838.1, 362.5 (g/mol).
Here are the calculated E_tot numbers, same order: -115568.9980, -31346.4503 (eV).